Record 1
30
Properties=species:S:1:pos:R:3:forces:R:3 method="wB97M-V/def2-TZVPD" lumo_ev=0.2 multiplicity=1 de_lowest_kj_mol=351.6 homo_energy_ev=-8.99 total_charge=0 orbital_gap_ev=9.204
C 26.434 -18.181 -8.110 0.4526 1.6366 1.3083
S 27.414 -19.290 -7.112 1.8038 -0.2146 2.3445
O 27.872 -18.579 -5.804 -1.3566 -0.9725 -2.4051
C 26.114 -20.445 -6.650 1.6213 -2.5883 1.3547
H 27.312 -17.426 -8.388 -2.4100 -1.5631 -0.5895
H 25.771 -17.618 -7.411 0.4726 -0.2558 -0.3115
H 25.721 -18.770 -8.746 1.4106 0.8584 -0.3163
H 25.395 -19.833 -6.228 -2.1754 1.1703 0.2994
H 26.401 -21.089 -5.642 -0.0955 1.2592 -3.0897
H 25.811 -21.049 -7.562 0.2123 0.6262 1.4208
C 24.079 -18.272 -3.811 0.6979 6.1965 -2.3479
S 24.916 -17.278 -2.542 -2.6126 -0.4114 1.7815
O 23.831 -17.162 -1.442 1.6966 0.2729 -1.5620
C 25.890 -18.667 -1.973 2.1985 1.2864 1.9284
H 23.946 -19.115 -3.393 -1.4969 -6.2217 2.8786
H 24.753 -18.354 -4.599 1.5650 -0.3869 -1.4440
H 23.202 -17.839 -4.288 -0.1928 0.3113 0.7689
H 25.266 -19.442 -1.629 -1.3743 -0.4203 1.2051
H 26.641 -18.301 -1.124 -1.7101 -0.8587 -1.9382
H 26.385 -19.220 -2.725 1.2616 0.2386 -1.2993
C 20.961 -20.696 -2.258 3.9371 4.6774 -0.6186
S 19.874 -22.012 -1.943 2.0234 -2.9720 2.6445
O 20.364 -22.499 -0.528 -1.5850 0.9049 -2.7290
C 18.424 -21.044 -1.744 -3.4990 -0.9114 -1.7450
H 22.131 -21.004 -2.381 -3.1624 0.0060 -0.2186
H 21.214 -19.805 -1.425 -1.5778 -2.5812 -1.5049
H 20.599 -20.062 -3.180 0.8399 -1.4461 1.4381
H 18.856 -20.392 -1.104 0.4746 3.0879 1.9865
H 17.554 -21.522 -1.152 1.6163 0.1904 -1.2911
H 18.031 -20.577 -2.750 0.9645 -0.9189 2.0515

---

Record 2
36
Properties=species:S:1:pos:R:3:forces:R:3 method="wB97M-V/def2-TZVPD" lumo_ev="0.3 / -2.1" multiplicity=3 de_lowest_kj_mol=130.7 homo_energy_ev="-8.12 / -9.48" total_charge=0 orbital_gap_ev="8.432 / 7.391"
Pd 0.115 0.009 -0.268 1.1064 -0.3505 1.3328
C -2.178 -3.118 -0.148 0.1078 0.6130 -0.0180
P -0.630 -2.213 -0.565 0.4841 -1.3060 -0.1270
C -0.272 -2.840 -2.242 -0.1132 0.3210 0.1662
C 0.577 -3.204 0.464 -0.2359 0.2390 -0.0763
C 2.017 -2.714 0.336 -0.0275 0.3481 -0.0048
P 2.152 -0.881 0.592 0.3452 -0.8301 0.4926
C 2.049 -0.686 2.408 -0.0975 0.1112 -0.3426
C 3.928 -0.560 0.272 -0.5434 0.2867 -0.2136
H -2.055 -4.183 -0.344 0.0970 0.0181 -0.0319
H -2.987 -2.728 -0.763 -0.0603 0.0044 0.0091
H -2.427 -2.965 0.901 -0.0413 0.0036 0.0047
H -0.234 -3.929 -2.259 0.0403 -0.0363 0.0911
H 0.671 -2.407 -2.577 -0.0059 -0.0351 -0.0946
H -1.054 -2.470 -2.902 0.0818 0.0208 -0.0379
H 0.511 -4.259 0.175 -0.0658 0.1104 0.0783
H 0.255 -3.117 1.506 -0.0656 -0.0788 -0.0150
H 2.390 -2.923 -0.670 0.0969 0.0057 0.0344
H 2.659 -3.226 1.061 0.0425 0.0284 -0.1295
H 2.777 -1.315 2.918 0.0267 -0.0478 0.0119
H 1.042 -0.921 2.750 0.0108 -0.0144 0.0575
H 2.242 0.363 2.630 -0.0371 0.0301 0.0587
H 4.549 -1.191 0.908 -0.0465 -0.0352 0.0108
H 4.116 0.491 0.489 0.0805 -0.0003 -0.0146
H 4.147 -0.740 -0.778 0.0465 -0.0027 -0.0079
O -0.024 4.076 -0.716 0.4321 -0.4498 0.0859
P -0.502 2.725 0.006 -0.6482 1.1282 0.3901
O -1.603 2.954 0.954 -0.0235 -0.0144 -0.1898
O 0.737 1.998 0.475 -0.0750 -0.6681 -0.4710
O -1.150 1.885 -1.275 0.6122 -0.1013 0.1222
P -0.414 1.076 -2.485 -1.0971 -0.2037 -1.4065
O -0.429 2.103 -3.702 0.5062 0.0112 0.3187
O -1.257 -0.129 -2.721 -0.1789 0.4455 -0.2987
O 1.032 0.793 -2.131 0.0059 0.0023 0.5525
H -0.759 4.685 -0.696 -0.3354 0.4642 -0.0137
H -1.251 2.023 -4.181 -0.4251 -0.0177 -0.3242

---

Record 3
42
Properties=species:S:1:pos:R:3:forces:R:3 method="wB97M-V/def2-TZVPD" lumo_ev=-1.1 multiplicity=1 de_lowest_kj_mol=236.4 homo_energy_ev=-8.79 total_charge=0 orbital_gap_ev=7.735
C 1.017 3.857 0.820 0.9787 1.0443 0.3860
O 1.782 2.646 0.745 -1.1790 -0.3730 -0.4568
C 0.968 1.486 1.002 0.0764 -0.4007 0.5286
C 0.961 0.541 -0.280 1.2690 0.6548 1.1739
B 2.549 0.140 -0.449 1.1975 0.3131 -0.6490
N 3.265 -0.645 0.591 -0.8018 0.0431 -0.9500
O 3.256 0.500 -1.629 -0.7940 -0.4223 1.6997
N 0.594 1.280 -1.510 -1.7653 -0.9756 0.0054
C -0.705 0.948 -2.111 -0.8581 -0.2684 -0.3355
P -2.148 2.061 -1.548 -2.1952 3.5282 -1.9041
O -2.400 3.124 -2.594 0.8532 -2.4698 1.8612
O -3.577 1.175 -1.318 2.4736 0.6298 0.5079
O -1.836 2.852 -0.109 -0.3934 -1.9994 -1.2360
C -1.147 -0.548 -2.007 0.9434 0.7978 -0.8612
N -1.191 -0.878 -0.539 0.2248 -1.2423 -1.4474
C 0.223 -0.831 -0.068 1.6714 -0.4289 -0.0863
P 0.209 -1.520 1.671 -0.6493 0.2971 2.1301
S -1.270 -0.673 2.667 -0.2921 0.3034 -0.5464
H 0.410 4.074 -0.086 0.1124 -0.4054 0.6915
H 0.433 3.856 1.768 0.0347 0.0802 -0.8138
H 1.763 4.688 0.903 -0.5683 -0.7179 -0.0644
H -0.054 1.742 1.357 0.6883 0.0149 -0.4312
H 1.468 0.987 1.872 -0.4936 0.0349 -0.8030
H 3.876 -1.298 0.094 0.2042 0.2854 0.2927
H 3.861 -0.047 1.162 -0.1406 -0.1797 0.0722
H 3.438 1.448 -1.602 -0.1868 0.0430 -0.4730
H 0.600 2.291 -1.387 0.4951 -0.2480 0.2359
H -0.622 1.170 -3.207 -0.4178 0.0602 0.9147
H -3.636 0.866 -0.399 -0.4647 -0.0465 -0.1295
H -2.341 2.471 0.626 0.1716 0.2148 0.1512
H -0.352 -1.159 -2.502 -0.6117 0.2378 0.7113
H -2.092 -0.791 -2.536 0.4022 0.4931 0.6968
H -1.836 -0.285 -0.005 0.3523 -0.0841 0.3608
H -1.533 -1.851 -0.439 -0.0168 0.2235 0.2810
H 0.777 -1.578 -0.700 -0.8193 0.3817 0.4299
H -0.046 -2.938 1.697 0.6562 0.4203 -0.6881
H 1.417 -1.176 2.354 -0.2837 -0.5566 -0.9878
O -0.320 -5.308 2.638 0.0255 0.2972 -0.1745
Cl -1.219 -5.607 1.543 -0.2606 -1.2841 0.5731
O -0.723 -6.734 0.792 -0.0743 0.4591 0.0999
O -1.282 -4.443 0.671 0.0696 0.9941 -0.5615
O -2.538 -5.890 2.051 0.3663 0.2506 -0.2044

---

Record 4
35
Properties=species:S:1:pos:R:3:forces:R:3 method="wB97M-V/def2-TZVPD" lumo_ev="-7.5 / -7.5" multiplicity=2 de_lowest_kj_mol=478.7 homo_energy_ev="-10.59 / -10.59" total_charge=+1 orbital_gap_ev="3.054 / 3.060"
Cu -5.786 -5.160 -0.538 0.0931 0.1413 -0.1996
Br -1.892 -3.309 0.238 -0.1138 -0.0512 -0.0191
C -4.941 -3.036 -5.689 -2.2473 -1.9478 0.8697
O -5.442 -3.435 -4.629 0.0306 0.3639 -0.1850
N -5.510 -3.169 -6.885 -2.3539 -1.1098 -1.1392
N -3.773 -2.536 -5.816 4.9997 2.2960 1.1886
H -5.001 -2.974 -7.736 -0.2988 -0.2232 0.2043
H -6.152 -3.948 -6.847 -0.2629 0.2790 -0.7743
H -3.292 -2.481 -6.703 -0.0717 0.1435 0.4511
H -3.265 -2.386 -4.956 0.2170 0.1043 -0.4035
C 2.117 0.080 -3.605 2.9784 2.5188 -2.5936
O 2.894 0.509 -4.457 -0.6232 0.3802 -0.0166
N 1.282 0.782 -2.890 -3.1289 2.5768 1.8312
N 2.184 -1.136 -3.206 0.3386 -6.4447 1.4565
H 0.683 0.297 -2.237 0.1392 0.3965 -0.1191
H 1.051 1.747 -3.079 0.2873 -0.3269 -0.2212
H 1.516 -1.592 -2.601 0.1203 0.4061 -0.0717
H 2.895 -1.766 -3.549 -0.1065 0.4983 -0.2554
C 3.268 2.541 3.854 -1.6897 -0.2734 -0.1990
C 2.158 1.408 4.071 2.3573 1.2296 1.4593
C 0.732 1.965 4.004 1.3948 0.8612 -0.7064
O 0.558 3.052 4.900 -0.8270 -1.4420 1.3074
C 0.755 2.676 6.304 0.2313 1.4888 -0.9042
N 2.525 0.321 3.203 -0.3875 -0.0346 -0.6240
H 3.015 3.449 4.401 -0.0984 -0.0802 0.0643
H 3.190 2.794 2.796 0.3208 0.2024 -0.1957
H 4.298 2.283 4.100 -0.2635 -0.4909 -0.0284
H 2.386 1.066 5.080 -0.4932 -0.2126 0.2432
H 0.010 1.150 4.055 -0.3478 -0.0170 0.4877
H 0.633 2.444 3.030 -0.2264 -0.1204 -0.2855
H 0.194 1.835 6.711 0.0198 -0.4235 -0.6748
H 0.400 3.538 6.870 0.1975 0.0862 -0.0535
H 1.834 2.583 6.423 -0.1435 -0.2689 0.5458
H 1.757 -0.324 3.082 -0.1110 -0.2532 -0.0235
H 2.719 0.731 2.301 0.0692 -0.2526 -0.4158

---

Record 5
33
Properties=species:S:1:pos:R:3:forces:R:3 method="wB97M-V/def2-TZVPD" lumo_ev=2.3 multiplicity=1 homo_energy_ev=-4.20 total_charge=-1 orbital_gap_ev=6.476
N 0.184 1.571 -3.089 1.4535 0.3200 -1.7054
P 1.366 0.510 -2.271 0.0885 -0.6029 -1.4382
O 2.013 -0.510 -3.571 -0.7743 -0.7906 1.7656
Nb 0.223 -1.167 -0.700 -3.3241 -1.8410 4.1284
F -0.761 -2.619 0.553 1.4700 1.8425 -1.7447
C -1.745 0.060 -0.735 -2.4652 0.0772 -0.5420
C -3.007 -1.019 -0.649 1.8329 -4.2580 -3.6843
O -2.973 -2.136 -1.413 -0.8545 6.5315 4.4094
C 0.889 -0.081 1.185 0.9677 1.2950 1.3266
C 2.309 -0.586 1.828 0.1189 0.4094 1.5145
C 2.525 -2.211 1.855 0.9980 -0.1646 -1.2891
O 3.363 -2.665 3.014 0.9538 -0.5865 -1.8398
H 0.664 2.497 -3.300 -0.7082 -1.6073 0.4446
H -0.009 1.177 -4.054 -0.0227 0.3368 1.5249
H 1.884 -1.470 -3.259 0.0304 2.1153 -0.6748
H -0.429 -2.065 -2.145 0.4844 0.1288 -0.5011
H 1.717 -2.178 -0.815 0.5374 0.1034 -0.9647
H -1.759 0.824 0.174 -0.1155 -1.6484 -2.0650
H -1.897 0.635 -1.762 0.2498 -1.0300 2.1898
H -3.934 -0.887 0.063 1.7154 -0.0885 -1.1198
H 0.057 -0.198 2.019 1.4855 0.1392 -1.6760
H 1.004 1.085 0.991 -0.2611 -2.2231 0.4744
H 3.233 -0.007 1.344 -1.9691 -1.5259 0.8375
H 2.298 -0.237 2.969 0.2300 -0.8386 -2.2477
H 3.164 -2.516 0.894 -1.7991 0.6790 1.8465
H 1.528 -2.824 1.869 1.7391 1.4267 -0.0669
H 4.125 -3.221 2.621 -2.0753 1.5007 0.9764
C -2.998 3.336 1.237 0.2105 0.1268 -0.1154
O -1.805 2.887 0.621 0.3092 0.5994 -0.0165
H -3.576 2.469 1.565 0.1673 0.0609 -0.1005
H -2.752 3.956 2.102 -0.2667 0.0426 0.1201
H -3.586 3.912 0.518 -0.2414 0.0382 0.1467
H -1.314 3.678 0.340 -0.1649 -0.5679 0.0864

---

Record 6
40
Properties=species:S:1:pos:R:3:forces:R:3 method="wB97M-V/def2-TZVPD" lumo_ev="-10.7 / -10.7" multiplicity=2 homo_energy_ev="-17.81 / -17.69" total_charge=+3 orbital_gap_ev="7.065 / 6.948"
Ir -0.325 0.920 -0.211 -0.1898 0.4139 -0.1048
C 4.854 2.457 -0.525 -0.0150 0.0084 -0.0183
N 3.819 1.412 -0.583 -0.0464 0.0259 -0.0119
C 4.305 0.036 -0.765 -0.0112 -0.0043 0.0046
C 2.530 1.682 -0.479 0.0251 -0.0711 0.0063
N 1.605 0.727 -0.329 -0.0934 0.0957 -0.0063
N 2.167 3.009 -0.539 0.0081 0.0191 0.0034
C 0.922 3.589 -0.432 -0.0356 -0.0701 0.0194
N 0.900 4.919 -0.500 -0.0037 0.0104 -0.0160
N -0.157 2.874 -0.281 0.1712 -0.1125 -0.0307
H 5.789 1.984 -0.242 0.0016 0.0063 -0.0149
H 4.624 3.191 0.248 0.0057 -0.0015 -0.0011
H 4.989 2.933 -1.498 0.0014 0.0104 0.0089
H 5.221 0.082 -1.348 0.0098 -0.0070 0.0290
H 3.596 -0.558 -1.339 0.0081 0.0064 -0.0065
H 4.517 -0.432 0.197 -0.0130 -0.0150 -0.0082
H 2.016 -0.195 -0.254 -0.0581 0.0249 0.0227
H 2.918 3.644 -0.763 -0.0041 -0.0048 -0.0110
H 1.736 5.475 -0.583 0.0001 -0.0061 0.0191
H 0.030 5.427 -0.467 0.0030 -0.0072 -0.0054
H -1.018 3.403 -0.203 -0.0013 -0.0307 0.0210
N -3.827 -3.579 1.744 0.4864 -0.4947 -0.0198
C -2.942 -3.618 0.801 -0.5308 -0.1227 -0.0911
C -3.113 -4.452 -0.411 -0.0115 0.0702 0.1155
P -3.029 -0.257 -0.004 -1.1500 -0.4100 0.7227
O -3.935 -0.851 -1.111 0.1175 0.1730 -0.1367
O -3.811 -0.429 1.330 -0.3069 -0.4135 0.4244
O -2.452 1.101 -0.178 0.4522 -0.2653 -0.0496
P -1.397 -2.616 0.941 0.2510 0.2430 -0.0549
O -1.443 -2.128 2.424 -0.0800 -0.0213 0.0733
O -0.250 -3.278 0.366 0.0060 -0.0008 0.1479
O -1.788 -1.274 0.100 0.3010 -0.3220 -0.0142
H -4.656 -4.174 1.708 0.0003 0.0018 -0.0393
H -4.478 -1.118 1.586 0.6718 1.1358 -0.8382
H -3.624 -3.157 2.650 0.0129 0.1578 -0.0839
H -4.030 -4.186 -0.944 -0.0384 0.0266 0.0095
H -3.221 -5.498 -0.098 0.0260 -0.0153 -0.0222
H -2.254 -4.370 -1.072 -0.0048 -0.0132 -0.0288
H -4.096 -0.371 -1.941 0.0161 -0.0109 0.0136
H -0.690 -2.323 3.008 0.0185 -0.0097 -0.0277

---

Question: What is the multiplicity in the fifth record?
Answer: 1